Here is a 2-piece molecular cluster, C7H16N2 overall from OMol25. Energies are from ωB97M-V/def2-TZVPD.

Structure (XYZ):
```
25
Properties=species:S:1:pos:R:3:forces:R:3:mulliken_charge:R:1
C -1.852578 -0.499046 0.254356 0.45 3.34 1.32 0.084
C -2.834445 0.619445 0.113895 -0.52 0.06 0.13 -0.499
C -1.498858 1.218603 0.389471 -1.36 -2.18 -0.35 -0.602
C -1.242327 -1.186309 -0.851297 3.62 0.58 -0.70 -1.035
H -1.761517 -0.962854 1.229349 -0.17 0.05 -0.03 0.359
H -3.587397 0.698626 0.891032 -0.10 0.00 -0.09 0.258
H -3.232305 0.759276 -0.886597 -0.09 0.01 0.04 0.247
H -1.017705 1.727950 -0.428265 0.20 -0.31 -0.08 0.182
H -1.296171 1.629411 1.364094 0.01 -0.20 0.10 0.304
H 0.014590 -0.854104 -0.767803 -3.43 -1.38 -0.54 0.111
H -1.514146 -0.819701 -1.835602 -0.32 -0.04 -0.12 0.274
H -1.289363 -2.268312 -0.792110 0.07 -0.10 -0.07 0.326
C 1.040021 0.064911 1.993129 0.07 0.04 -0.15 -1.097
C 1.712790 0.756059 -1.594662 -0.96 -0.46 -0.47 -1.337
C 1.348330 -0.059808 -0.365352 2.99 2.54 2.88 0.867
N 2.124376 -1.243228 -0.200305 -0.69 -0.42 -0.22 -0.531
N 0.993680 0.669326 0.680299 0.45 -1.51 -1.82 -0.382
H 2.847512 -1.227245 0.504139 -0.21 0.15 0.04 0.199
H 2.434559 -1.677072 -1.057199 0.00 0.12 0.08 0.215
H 0.675044 -0.966621 2.021802 -0.03 -0.02 -0.03 0.367
H 0.461598 0.686154 2.679688 -0.02 -0.14 0.01 0.273
H 2.069837 0.054692 2.367541 0.08 -0.03 0.04 0.411
H 2.751540 1.087996 -1.550799 -0.03 -0.22 0.18 0.347
H 1.568590 0.153949 -2.493883 0.11 0.08 -0.17 0.344
H 1.084343 1.637901 -1.664924 -0.12 0.05 0.01 0.314
```
Forces are in eV/Å.

Properties
- energy relative to the best compared isomer or geometry (same formula, charge and spin) (kJ/mol) = 384.73
- net charge = 0
- total energy (eV) = -10495.270
- SMILES string = C/N=C(/C)N.CC1CC1

=====

Here is a 9-piece molecular cluster, C67H76BrN8O24PS overall from OMol25. Energies are from ωB97M-V/def2-TZVPD.

Structure (XYZ):
```
178
Properties=species:S:1:pos:R:3:forces:R:3:mulliken_charge:R:1
C 2.797981 3.311257 3.423108 0.81 0.54 0.34 -0.825
C 3.565038 2.316988 2.442503 -0.29 0.08 0.50 -0.336
C 2.642845 1.594263 1.345891 1.16 0.34 -0.76 -0.095
C 1.323936 2.384209 0.929662 0.96 -0.45 0.10 -1.003
C 0.015084 2.019328 1.833407 -0.06 3.42 -1.89 1.921
C -0.493437 3.470412 2.353312 -0.97 -0.19 -0.45 -1.069
C -2.013757 3.512980 2.804901 -0.03 0.53 0.63 -0.110
C -2.527661 2.315146 3.712570 -1.26 0.14 0.39 0.744
C -2.161816 2.410795 5.253340 1.90 0.44 -0.35 -0.297
O -1.107685 2.944529 5.620272 -3.41 -1.44 -0.43 -0.398
O -3.100091 1.800790 6.157964 2.00 0.32 -1.46 -0.450
C -3.023349 0.357094 6.074613 -0.82 -2.24 0.81 -0.125
C -4.049120 -0.293413 5.010656 0.85 0.88 -0.92 -0.453
C -1.051642 1.387424 0.839945 -0.21 0.04 -0.87 -2.512
C -0.726410 -0.065219 0.266874 -1.81 -2.23 -0.51 2.491
C -2.165261 -0.797914 0.065607 -0.60 0.98 0.22 -1.135
O -2.044340 -2.168265 -0.351189 -0.39 0.81 1.52 -0.294
C -2.625764 -3.090120 0.600653 0.24 -1.40 0.15 -0.002
C -1.691898 -4.417803 0.665175 -1.05 1.56 -0.23 -0.491
O -1.935988 -4.996722 1.970712 1.24 0.52 -0.82 -0.422
C -0.977892 -4.529791 2.940342 -0.08 -0.06 2.19 0.423
C -1.631937 -4.658599 4.411070 0.07 -0.28 -0.17 -1.135
P 0.044379 -0.033983 -1.501490 0.66 1.94 -0.94 0.118
O -1.178515 0.255287 -2.660274 0.77 -2.29 1.97 -0.392
Br 0.893269 -2.113960 -1.975677 -0.79 0.46 0.35 -0.256
C 0.253383 -0.964766 1.150763 -0.71 0.70 -1.05 -0.959
S 0.143076 -0.369150 2.892499 2.70 -4.34 4.85 0.727
O -1.083615 -0.937686 3.552416 1.48 2.53 -2.52 -0.273
O 1.328705 -0.988904 3.614565 -2.34 2.31 -2.37 -0.736
O 0.328821 1.269086 3.031644 -0.88 -2.58 -1.38 0.049
H 3.582280 3.794563 4.107007 -1.16 -0.71 -0.92 0.484
H 2.034699 2.816898 4.100889 0.89 0.47 -0.98 0.089
H 2.308010 4.193424 2.876018 0.69 -1.39 0.72 0.178
H 4.419632 2.918501 1.965054 -1.30 -0.97 0.49 0.328
H 4.042429 1.482211 3.066027 -0.53 1.29 -0.81 -0.030
H 2.494090 0.523687 1.686992 -0.17 1.36 -0.41 -0.447
H 3.289311 1.525386 0.394021 -0.99 -0.05 1.32 0.395
H 1.128172 2.210596 -0.190108 0.07 0.01 1.77 0.566
H 1.580547 3.502482 0.993602 -0.59 -1.70 0.12 0.534
H 0.138080 3.880799 3.199907 -0.50 -0.89 -1.15 0.110
H -0.397660 4.177018 1.451099 -0.13 -1.01 1.39 0.374
H -2.703314 3.626876 1.904976 1.13 -0.41 1.45 -0.335
H -2.152802 4.476991 3.419370 0.20 -1.36 -0.91 0.658
H -2.208625 1.289035 3.348181 -0.32 1.20 0.58 -0.571
H -3.677426 2.322057 3.654281 1.65 -0.07 0.12 0.489
H -3.365820 -0.037994 7.098942 0.57 0.90 -1.38 0.367
H -1.956915 -0.044709 5.948692 -1.43 0.89 -0.11 0.186
H -4.691084 0.576102 4.632036 0.48 -1.42 0.72 0.164
H -3.487475 -0.671613 4.080459 -0.76 0.44 1.46 -0.218
H -4.662105 -1.146622 5.433744 0.70 1.20 -0.39 0.409
H -1.097891 2.088207 -0.073274 0.08 -0.79 1.47 0.552
H -2.125086 1.353797 1.234491 1.58 0.10 -0.26 -0.246
H -2.773143 -0.670504 1.030502 0.87 -0.47 -1.14 0.285
H -2.775008 -0.248204 -0.742790 1.05 -0.50 1.15 0.370
H -2.674844 -2.704395 1.669847 0.22 -0.08 -1.36 -0.076
H -3.688890 -3.346326 0.275263 1.32 0.23 0.41 0.339
H -0.624310 -4.060226 0.512027 -1.11 -0.66 0.27 0.295
H -1.981739 -5.098009 -0.194600 0.42 0.44 1.36 0.311
H -0.676396 -3.439262 2.811957 -0.47 -1.28 -0.13 -0.144
H -0.040400 -5.177640 2.962704 -1.07 0.79 -0.42 0.289
H -2.586612 -4.049539 4.512779 1.22 -0.66 -0.30 0.214
H -1.901081 -5.750607 4.630402 0.42 1.51 -0.40 0.330
H -0.902946 -4.309434 5.226596 -0.94 -0.46 -1.36 0.309
H -1.658852 -0.609300 -2.732551 -0.04 1.00 -0.25 0.316
H 1.300100 -0.936027 0.702421 -1.09 0.28 1.24 0.684
H -0.035189 -2.076258 1.181890 0.13 1.81 0.17 -0.186
C -4.002969 4.738387 -4.650461 0.19 0.24 0.14 -0.292
C -3.016206 5.574097 -4.131576 -0.15 -0.23 0.31 -0.664
C -2.696031 5.517929 -2.779984 0.17 0.13 -0.03 -0.455
C -3.369469 4.616610 -1.957632 -0.17 0.04 -0.75 -0.035
C -4.361410 3.784808 -2.467998 -0.13 0.15 0.05 -0.448
C -4.676821 3.849027 -3.819204 0.22 0.21 0.12 -0.127
N -3.024092 4.530377 -0.540269 0.05 0.13 0.00 1.092
O -2.161465 5.281811 -0.113628 -0.34 -0.37 -0.04 -0.628
O -3.619307 3.703080 0.139560 0.04 0.26 -0.40 -0.645
H -4.245097 4.781103 -5.702558 0.12 0.11 0.26 0.636
H -2.494756 6.266621 -4.783166 -0.04 -0.06 0.11 0.392
H -1.926294 6.172529 -2.387506 -0.11 -0.17 0.13 0.480
H -4.889313 3.088021 -1.833372 0.21 0.32 0.06 0.452
H -5.445342 3.203184 -4.227183 0.11 0.06 0.07 0.225
C -8.066231 -0.537916 1.313905 0.02 0.01 -0.03 -0.531
C -8.396037 -1.076559 0.073749 0.19 0.15 0.06 -0.497
C -7.622604 -0.779555 -1.042304 -0.06 -0.07 -0.09 -0.595
C -6.516856 0.055842 -0.903124 -0.46 -0.18 0.66 -0.050
C -6.185170 0.604628 0.333505 0.14 0.07 0.05 0.217
C -6.966068 0.304268 1.443571 -0.09 -0.13 -0.19 -0.669
N -5.683651 0.352200 -2.068987 0.12 -0.07 -0.33 1.068
O -6.011135 -0.128647 -3.142754 0.13 0.25 0.37 -0.601
O -4.703617 1.062117 -1.899553 -0.28 -0.67 -0.08 -0.487
H -8.669296 -0.776597 2.184165 0.06 0.03 -0.10 0.400
H -9.255334 -1.731116 -0.021734 0.10 0.07 -0.04 0.395
H -7.889390 -1.205221 -2.002677 0.20 0.13 0.05 0.481
H -5.328150 1.259948 0.447578 -0.06 -0.07 -0.20 0.482
H -6.715417 0.723550 2.411807 0.02 -0.02 -0.12 0.401
C 5.217538 -1.021425 4.153929 -0.05 0.01 -0.05 -0.437
C 6.287466 -1.490105 3.397723 0.01 0.07 0.26 -0.711
C 7.527316 -1.688069 3.994011 0.08 -0.05 -0.10 -0.107
C 7.682649 -1.416911 5.351619 -0.70 0.10 -0.39 -0.036
C 6.617959 -0.940438 6.112697 -0.03 0.03 0.12 -0.339
C 5.382377 -0.742888 5.507189 0.18 -0.08 -0.15 -0.684
N 8.979723 -1.647663 5.988685 0.25 -0.01 0.36 0.973
O 9.896334 -2.048686 5.284259 -0.50 0.13 0.40 -0.632
O 9.073764 -1.431383 7.184530 0.01 -0.08 -0.50 -0.596
H 4.248549 -0.873374 3.686112 0.05 -0.04 0.09 0.700
H 6.153422 -1.704087 2.342963 0.06 0.01 0.11 0.415
H 8.353518 -2.053643 3.394592 0.02 0.04 0.23 0.482
H 6.733484 -0.722933 7.168253 0.18 -0.09 -0.15 0.455
H 4.545440 -0.375106 6.090474 0.10 -0.04 -0.05 0.454
C 0.441846 4.954597 10.261029 0.03 0.01 -0.05 -0.416
C 0.132010 4.449217 9.002129 0.15 0.13 0.13 -0.501
C 0.950419 4.736604 7.916163 0.01 -0.05 -0.18 -0.230
C 2.080992 5.529015 8.104295 -0.55 -0.21 0.69 -0.096
C 2.393128 6.044381 9.359706 0.10 0.07 0.07 -0.409
C 1.567330 5.754048 10.439547 -0.09 -0.11 -0.21 -0.451
N 2.958574 5.812669 6.967233 0.25 0.10 -0.34 1.011
O 2.639620 5.357983 5.881098 0.12 0.20 0.35 -0.592
O 3.958848 6.482507 7.170482 -0.35 -0.23 -0.05 -0.609
H -0.196530 4.723539 11.108039 0.06 0.03 -0.09 0.373
H -0.746823 3.828004 8.867741 0.11 0.06 -0.09 0.460
H 0.697966 4.336625 6.940248 0.14 0.09 0.06 0.665
H 3.268437 6.665373 9.511602 -0.06 -0.11 -0.22 0.440
H 1.802326 6.147609 11.422394 0.02 -0.02 -0.12 0.364
C 11.748759 -1.872652 3.075794 0.18 -0.05 -0.01 -0.501
C 12.312804 -2.867299 2.282523 -0.09 0.28 -0.15 -0.574
C 12.490985 -2.654277 0.920280 0.04 -0.11 -0.03 -0.182
C 12.103902 -1.437561 0.363400 -0.10 -0.15 0.76 0.086
C 11.531856 -0.440556 1.149951 -0.06 0.13 0.00 -0.302
C 11.355036 -0.663495 2.510742 0.11 -0.22 -0.16 -0.468
N 12.312270 -1.199106 -1.065533 0.01 0.12 -0.36 1.051
O 12.798988 -2.102221 -1.729295 -0.07 0.30 0.30 -0.611
O 11.991783 -0.110602 -1.514237 0.12 -0.41 0.11 -0.619
H 11.617007 -2.039762 4.136731 0.11 0.04 -0.22 0.494
H 12.616401 -3.808448 2.727712 -0.02 0.09 -0.08 0.386
H 12.931360 -3.436477 0.312883 -0.06 0.23 -0.09 0.431
H 11.224036 0.506606 0.722021 0.12 -0.18 -0.13 0.427
H 10.913294 0.107025 3.133278 0.04 -0.06 -0.08 0.415
C 11.486643 -2.669627 -4.390190 0.04 0.05 -0.13 -0.459
C 11.309363 -3.957931 -3.895694 -0.19 0.11 -0.15 -0.370
C 10.129117 -4.646051 -4.152385 0.05 -0.08 0.05 -0.279
C 9.133311 -4.034511 -4.910633 0.67 0.40 0.15 0.078
C 9.300917 -2.742636 -5.402299 -0.06 0.09 -0.07 -0.317
C 10.483643 -2.060863 -5.138180 -0.01 -0.29 0.11 -0.458
N 7.898773 -4.764838 -5.204673 -0.41 -0.25 -0.09 0.998
O 7.778080 -5.888329 -4.741686 0.05 0.41 -0.15 -0.602
O 7.061420 -4.211128 -5.899170 0.30 -0.18 0.25 -0.603
H 12.410738 -2.138053 -4.192442 -0.15 -0.07 0.02 0.404
H 12.093805 -4.426788 -3.312017 -0.11 0.05 -0.04 0.373
H 10.002766 -5.649115 -3.761820 -0.17 0.12 -0.15 0.423
H 8.528163 -2.259141 -5.988769 -0.02 -0.24 0.09 0.428
H 10.625925 -1.055379 -5.518511 -0.05 -0.11 0.03 0.380
C -7.148001 -0.988075 -7.608887 -0.05 -0.08 0.05 -0.257
C -6.524803 -0.556914 -8.776911 -0.03 0.22 0.31 -0.661
C -5.928962 0.697877 -8.826897 0.06 -0.02 -0.17 -0.386
C -5.959169 1.512849 -7.697871 -0.33 -0.70 0.07 0.007
C -6.587138 1.091599 -6.528206 -0.02 0.03 0.11 -0.038
C -7.182678 -0.163587 -6.488135 0.13 0.11 -0.26 -0.840
N -5.311050 2.824557 -7.737830 0.17 0.25 -0.22 1.026
O -4.786359 3.168636 -8.783264 -0.21 -0.09 0.47 -0.613
O -5.327688 3.501145 -6.718389 -0.33 -0.50 -0.77 -0.661
H -7.608237 -1.972473 -7.571458 0.24 0.53 0.01 0.869
H -6.500954 -1.202045 -9.648616 0.06 0.11 0.06 0.362
H -5.446859 1.021748 -9.742045 0.00 0.14 0.22 0.454
H -6.618406 1.722275 -5.647564 0.11 0.02 -0.20 0.328
H -7.671329 -0.502221 -5.581365 0.09 0.07 -0.06 0.457
C -10.271501 -4.265459 -12.293446 0.00 -0.01 0.03 -0.396
C -9.285757 -3.426504 -11.783372 -0.13 -0.15 0.11 -0.419
C -8.957967 -3.478078 -10.433682 0.07 0.05 0.00 0.046
C -9.621794 -4.378178 -9.603884 -0.15 0.06 -0.80 -0.035
C -10.614547 -5.215405 -10.105991 -0.08 -0.10 0.04 -0.333
C -10.937922 -5.155168 -11.456565 0.19 0.17 0.05 -0.485
N -9.262604 -4.453765 -8.186693 -0.03 -0.19 0.48 0.973
O -8.399063 -3.690591 -7.774912 -0.46 -0.67 -0.20 -0.666
O -9.840650 -5.274759 -7.497056 0.24 0.38 -0.28 -0.588
H -10.521051 -4.226439 -13.348992 0.02 0.00 0.12 0.376
H -8.770467 -2.733846 -12.439714 -0.04 -0.06 0.11 0.381
H -8.188543 -2.819677 -10.048246 -0.13 -0.17 0.13 0.241
H -11.138412 -5.914759 -9.464678 0.19 0.15 0.07 0.439
H -11.707401 -5.804692 -11.858770 0.08 0.05 0.09 0.371
```
Forces are in eV/Å.

Properties
- energy relative to the best compared isomer or geometry (same formula, charge and spin) (kJ/mol) = 0.00
- net charge = 0
- total energy (eV) = -221912.661
- SMILES string = CCCC[C@@]1(CCCC(=O)OCC)C[C@@](COCCOCC)(P(O)Br)CS(=O)(=O)O1.O=[N+]([O-])c1ccccc1.O=[N+]([O-])c1ccccc1.O=[N+]([O-])c1ccccc1.O=[N+]([O-])c1ccccc1.O=[N+]([O-])c1ccccc1.O=[N+]([O-])c1ccccc1.O=[N+]([O-])c1ccccc1.O=[N+]([O-])c1ccccc1